10
Properties=species:S:1:pos:R:3 method="wB97M-V/def2-TZVPD" homo_lumo_gap_ev="5.255 / 5.257" homo_ev="-3.5 / -3.5" total_charge=-1 e_above_lowest_kj_mol=374.1 total_energy_ha=-739.932738 multiplicity=1
C 3.22405 -0.64760 -0.16860
C 0.70928 0.38893 0.16880
C 1.79875 -0.53997 0.48058
O 3.96815 -1.61054 -0.04453
O 3.27258 0.37234 -0.84344
O 1.46030 0.36547 1.39845
S -1.33336 -2.23857 -0.19799
H 0.86023 1.05442 -0.66603
H -0.32224 -0.08468 0.44370
H -0.76747 -1.45873 -1.14771


10
Properties=species:S:1:pos:R:3 method="wB97M-V/def2-TZVPD" homo_lumo_gap_ev=8.184 homo_ev=-4.2 total_charge=-1 e_above_lowest_kj_mol=250.0 total_energy_ha=-739.979996 multiplicity=1
C -1.28949 0.32856 0.24196
C -1.70579 1.32467 0.78520
C -0.54962 -0.74084 -0.48646
O 1.61839 -0.58082 1.18188
O 3.06239 0.05872 -0.76233
O 0.54031 -0.15305 -1.07978
S 1.83872 0.38658 0.09140
H -2.21957 2.30341 1.17434
H -0.14892 -1.60160 0.19071
H -1.14642 -1.32564 -1.33691


10
Properties=species:S:1:pos:R:3 method="wB97M-V/def2-TZVPD" homo_lumo_gap_ev="8.093 / 9.212" homo_ev="-13.0 / -14.9" total_charge=+1 e_above_lowest_kj_mol=212.2 total_energy_ha=-513.969795 multiplicity=2
O -2.07901 -0.14510 0.10609
C -1.64371 -1.28336 -0.05310
C -0.21009 -1.56741 -0.06363
C 2.02491 0.29639 -0.13311
O 2.97550 -0.37827 -0.11679
O 0.78335 0.22814 -0.09557
Tl -1.07509 1.90948 0.19172
H 0.13310 -2.17928 -0.90442
H -2.32962 -2.14836 -0.04187
H 0.17455 -1.86444 0.91882


10
Properties=species:S:1:pos:R:3 method="wB97M-V/def2-TZVPD" homo_lumo_gap_ev="9.067 / 5.276" homo_ev="-18.0 / -18.0" total_charge=+2 e_above_lowest_kj_mol=130.2 total_energy_ha=-1499.786779 multiplicity=2
C -1.02305 -0.71383 0.09332
C 0.25706 1.23246 -0.17870
O -0.81378 0.42502 -0.54030
O -0.11922 -1.59624 0.04922
C 1.45425 1.02891 -0.72653
H -0.01367 2.11097 0.40794
H 2.14219 1.43000 0.07898
H 1.69117 0.11921 -1.27984
O -2.08207 -0.92855 0.75052
Yb -1.49286 -3.10795 1.34540